No. 1
DFT (wB97M-V/def2-TZVPD) results for a structure of composition C21H40HgP2 at a distorted geometry.

Atoms and positions in Å:
P1 -0.025 2.178 0.558
P2 -0.396 -2.071 -0.320
C1 0.581 0.850 -0.670
C2 -0.276 -0.350 -1.243
H1 1.519 0.496 -0.206
H2 0.897 1.485 -1.506
H3 -1.345 -0.053 -1.308
H4 0.053 -0.523 -2.297
C3 1.389 -2.561 -0.412
H5 1.535 -3.578 0.015
H6 2.076 -1.880 0.130
H7 1.747 -2.612 -1.463
C4 -1.197 -2.925 -1.664
H8 -0.487 -3.248 -2.420
H9 -1.925 -2.296 -2.162
H10 -1.707 -3.810 -1.305
C5 1.057 3.233 1.551
H11 0.568 3.594 2.459
H12 1.311 4.112 0.968
H13 1.984 2.753 1.855
C6 -1.167 3.307 -0.224
H14 -1.665 2.858 -1.081
H15 -0.626 4.189 -0.546
H16 -1.898 3.669 0.499
Hg1 -0.677 0.050 1.696
C7 1.906 0.859 -3.355
C8 2.695 0.459 -2.338
C9 3.988 1.083 -1.938
C10 3.963 2.668 -1.836
C11 2.726 3.194 -1.222
C12 1.640 3.536 -1.931
C13 1.437 3.419 -3.422
C14 2.080 2.144 -4.098
C15 -1.857 1.129 3.081
H17 1.186 0.160 -3.816
H18 2.476 -0.482 -1.850
H19 4.736 0.778 -2.695
H20 4.375 0.696 -0.963
H21 4.792 2.933 -1.164
H22 4.274 3.103 -2.810
H23 2.838 3.555 -0.205
H24 0.875 4.156 -1.470
H25 1.895 4.312 -3.898
H26 0.358 3.494 -3.734
H27 1.539 1.979 -5.047
H28 3.128 2.364 -4.392
H29 -2.711 0.501 3.409
H30 -2.221 2.080 2.672
H31 -1.165 1.331 3.922
C16 -4.483 -3.186 3.126
C17 -2.991 -3.620 3.134
C18 -2.528 -3.657 4.616
C19 -2.823 -4.998 2.478
C20 -2.115 -2.670 2.310
C21 -1.365 -2.177 1.402
H32 -5.142 -3.898 3.664
H33 -4.828 -3.056 2.092
H34 -4.570 -2.187 3.580
H35 -3.106 -4.374 5.239
H36 -1.453 -3.887 4.659
H37 -2.613 -2.644 5.042
H38 -3.113 -4.918 1.426
H39 -1.757 -5.243 2.462
H40 -3.391 -5.806 2.965

Computed properties:
relative energy (zero: lowest compared OMol25 entry of this formula, charge and spin)	377.1	kJ/mol
net charge	0
HOMO (alpha / beta)	-4.41 / -4.20	eV
LUMO energy (alpha / beta)	0.41 / 0.43	eV
HOMO-LUMO gap (alpha / beta)	4.817 / 4.633	eV

Atomic partial charges in e from the natural (NBO) method, atoms 1 to 8:
1. P 0.73
2. P 1.33
3. C -0.76
4. C -0.72
5. H 0.24
6. H 0.27
7. H 0.23
8. H 0.24

=====

No. 2
DFT (wB97M-V/def2-TZVPD) results for a cluster of 2 separate species, C21H40N2O4P in total at a distorted geometry.

Atoms and positions in Å:
C1 -3.725 -2.404 -1.243
C2 -2.930 -1.858 -2.213
C3 -2.338 -0.534 -2.003
P1 -0.711 -0.606 -0.856
O1 -1.670 0.142 0.460
C4 0.786 -0.815 0.355
N1 1.035 -2.203 0.778
C5 -0.159 1.115 -1.472
C6 -1.082 2.285 -1.125
C7 -0.797 3.014 0.198
C8 0.656 3.095 0.611
O2 0.761 3.813 1.867
C9 1.033 3.006 2.927
C10 -0.068 2.209 3.548
O3 2.137 2.976 3.383
C11 0.203 -1.536 -2.296
C12 1.698 -1.249 -2.540
C13 2.679 -2.369 -2.132
C14 2.389 -3.697 -2.797
N2 3.299 -4.757 -2.314
C15 3.318 -6.002 -2.884
C16 4.227 -6.782 -2.203
C17 4.799 -5.977 -1.182
C18 4.196 -4.737 -1.291
H1 -4.555 -1.854 -0.816
H2 -3.510 -3.404 -0.874
H3 -2.777 -2.401 -3.146
H4 -2.180 0.020 -2.939
H5 -3.080 0.040 -1.437
H6 -1.187 -1.904 -0.376
H7 -1.893 -0.532 1.104
H8 1.713 -0.327 0.039
H9 0.500 -0.302 1.274
H10 1.004 -2.831 -0.015
H11 0.334 -2.472 1.450
H12 -0.175 1.029 -2.562
H13 0.884 1.316 -1.234
H14 -2.134 2.017 -1.132
H15 -0.978 3.029 -1.928
H16 -1.152 4.046 0.087
H17 -1.425 2.586 0.975
H18 1.272 3.604 -0.127
H19 1.039 2.085 0.761
H20 0.382 1.402 4.118
H21 -0.769 1.793 2.826
H22 -0.650 2.818 4.241
H23 -0.327 -1.292 -3.218
H24 0.038 -2.606 -2.159
H25 2.082 -0.335 -2.091
H26 1.852 -1.138 -3.621
H27 3.653 -2.044 -2.515
H28 2.790 -2.425 -1.051
H29 1.384 -4.068 -2.606
H30 2.539 -3.630 -3.874
H31 2.699 -6.302 -3.711
H32 4.474 -7.815 -2.383
H33 5.527 -6.221 -0.430
H34 4.370 -3.871 -0.680
C19 -2.188 6.423 3.997
C20 -2.792 5.115 4.446
O4 -2.100 4.201 4.828
C21 -4.296 4.998 4.394
H35 -1.105 6.369 4.082
H36 -2.451 6.616 2.956
H37 -2.555 7.238 4.623
H38 -4.646 5.134 3.369
H39 -4.752 5.753 5.036
H40 -4.594 4.011 4.741

Computed properties:
net charge	-1
HOMO	-3.97	eV
LUMO energy	2.36	eV
HOMO-LUMO gap	6.330	eV

Atomic partial charges in e from the natural (NBO) method, atoms 1 to 8:
1. C -0.52
2. C -0.13
3. C -0.77
4. P 1.41
5. O -1.08
6. C -0.54
7. N -0.86
8. C -0.74

=====

No. 3
DFT (wB97M-V/def2-TZVPD) results for a structure of composition C21H41AlCl3F7MgN4O16PS3 at a distorted geometry.

Atoms and positions in Å:
C1 -1.349 -0.349 2.042
C2 -0.062 0.335 2.538
P1 -0.333 1.819 3.621
C3 1.379 2.209 4.282
N1 -0.893 3.255 2.632
Cl1 -0.289 4.675 3.431
C4 -0.385 3.235 1.337
N2 0.724 3.937 1.016
N3 -1.020 2.454 0.473
C5 -0.918 2.909 -0.938
C6 0.239 2.115 -1.640
C7 1.381 3.114 -2.039
C8 2.812 2.497 -1.925
O1 2.825 1.098 -1.994
H1 -1.068 -1.253 1.482
H2 -1.951 -0.671 2.900
H3 -1.962 0.255 1.367
H4 0.601 0.610 1.693
H5 0.511 -0.382 3.145
H6 1.818 1.230 4.516
H7 1.986 2.670 3.495
H8 1.264 2.842 5.164
H9 1.625 3.513 1.207
H10 0.740 4.885 0.675
H11 -1.985 2.374 0.788
H12 -0.844 3.996 -1.052
H13 -1.853 2.604 -1.427
H14 0.597 1.317 -0.983
H15 -0.166 1.656 -2.550
H16 1.313 3.972 -1.361
H17 1.145 3.460 -3.076
H18 3.256 2.879 -0.992
H19 3.490 2.857 -2.768
H20 3.114 0.789 -1.123
N4 5.727 4.002 2.739
S1 6.553 5.072 3.598
O2 5.997 5.376 4.871
O3 7.161 6.123 2.865
F1 7.774 4.161 3.968
S2 4.328 4.556 2.228
O4 3.471 3.508 1.754
O5 4.342 5.751 1.461
F2 3.621 4.983 3.555
F3 1.453 6.335 4.584
C9 -3.357 3.681 4.764
C10 -2.832 4.030 6.139
O6 -3.913 4.221 7.070
C11 -4.442 3.114 7.580
O7 -4.096 1.997 7.326
C12 -5.543 3.474 8.584
F4 -6.365 4.426 8.107
F5 -5.021 3.939 9.730
F6 -6.299 2.420 8.897
H21 -4.066 4.437 4.421
H22 -2.536 3.614 4.050
H23 -3.885 2.726 4.774
H24 -2.290 4.974 6.102
H25 -2.140 3.273 6.509
Al1 3.110 4.058 -4.221
F7 6.434 2.702 1.261
O8 -2.938 -0.908 -3.109
S3 -2.934 -2.095 -2.302
O9 -2.528 -2.052 -0.930
O10 -2.102 -3.229 -3.050
C13 -0.763 -2.914 -3.487
C14 0.231 -2.951 -2.340
C15 -4.511 -2.874 -2.406
H26 -0.745 -1.945 -3.992
H27 -0.502 -3.662 -4.221
H28 0.020 -2.135 -1.645
H29 1.249 -2.840 -2.698
H30 0.152 -3.886 -1.785
H31 -4.796 -2.953 -3.452
H32 -5.223 -2.251 -1.867
H33 -4.448 -3.855 -1.943
C16 1.529 -6.979 -6.537
C17 0.071 -6.851 -6.181
O11 0.111 -6.031 -5.010
C18 1.267 -5.325 -5.041
O12 1.531 -4.433 -4.302
O13 2.087 -5.774 -6.030
H34 1.697 -7.065 -7.609
H35 2.022 -7.842 -6.022
H36 -0.505 -6.339 -6.954
H37 -0.399 -7.810 -5.967
C19 -8.467 6.612 8.474
O14 -9.270 6.337 9.352
O15 -7.365 7.174 8.652
O16 -8.621 6.380 7.254
Mg1 3.427 -8.921 -5.448
Cl2 5.274 -9.904 -9.580
C20 4.734 -11.602 -9.583
C21 3.230 -11.718 -9.575
Cl3 2.528 -11.166 -8.029
H38 5.177 -12.099 -8.723
H39 5.132 -12.062 -10.486
H40 2.938 -12.759 -9.702
H41 2.780 -11.136 -10.375

Computed properties:
net charge	+1
HOMO	-8.63	eV
LUMO energy	-7.70	eV
HOMO-LUMO gap	0.935	eV

Atomic partial charges in e from the Mulliken method, atoms 1 to 8:
1. C -1.13
2. C -0.29
3. P 0.32
4. C -0.82
5. N -0.19
6. Cl 0.09
7. C -0.62
8. N 0.16

=====

No. 4
DFT (wB97M-V/def2-TZVPD) results for a structure of composition C21H41Ca2O12P at a distorted geometry.

Atoms and positions in Å:
Ca1 5.224 7.398 18.013
Ca2 4.864 3.956 18.251
P1 4.230 6.150 20.022
O1 5.640 5.718 19.544
O2 4.046 5.212 21.262
O3 3.755 5.792 18.628
O4 4.405 7.664 20.052
O5 6.348 5.711 14.366
C1 6.039 6.185 15.547
O6 5.636 5.493 16.511
O7 6.275 7.338 15.883
H1 6.740 6.486 13.956
C2 4.448 11.967 17.690
C3 5.483 11.858 16.600
C4 5.316 10.459 16.202
O8 5.142 9.680 17.429
C5 4.582 10.603 18.436
H2 3.440 12.076 17.290
H3 4.579 12.764 18.421
H4 6.531 11.933 16.888
H5 5.314 12.528 15.757
H6 6.053 10.074 15.498
H7 4.426 10.408 15.574
H8 5.401 10.676 19.152
H9 3.584 10.347 18.792
C6 3.390 5.211 11.017
C7 2.344 6.018 10.314
C8 1.489 6.402 11.518
O9 2.504 6.857 12.419
C9 3.601 5.929 12.363
H10 4.339 5.112 10.490
H11 3.136 4.151 11.017
H12 1.740 5.416 9.635
H13 2.728 6.858 9.736
H14 0.846 5.653 11.981
H15 0.925 7.224 11.078
H16 3.572 5.254 13.219
H17 4.561 6.445 12.397
C10 4.419 0.400 15.548
C11 4.801 1.304 14.429
C12 5.160 2.597 15.126
O10 5.100 2.446 16.553
C13 5.078 0.969 16.843
H18 4.667 -0.659 15.477
H19 3.364 0.353 15.819
H20 3.998 1.556 13.736
H21 5.540 0.896 13.740
H22 4.557 3.455 14.828
H23 6.199 2.843 14.905
H24 4.453 0.728 17.702
H25 6.087 0.609 17.046
C14 9.812 5.426 16.637
C15 9.697 4.055 16.023
C16 8.658 3.339 17.046
O11 9.037 3.892 18.324
C17 9.245 5.299 18.042
H26 9.151 6.098 16.090
H27 10.832 5.798 16.735
H28 10.650 3.530 15.955
H29 9.372 4.080 14.983
H30 8.665 2.249 17.054
H31 7.618 3.527 16.781
H32 9.746 5.869 18.824
H33 8.235 5.698 18.138
C18 7.909 8.602 12.193
C19 8.228 7.583 11.106
C20 8.961 6.494 11.815
O12 8.917 6.977 13.221
C21 8.933 8.409 13.253
H34 6.987 8.426 12.747
H35 7.857 9.636 11.852
H36 8.766 8.102 10.312
H37 7.383 7.266 10.495
H38 10.024 6.528 11.577
H39 8.577 5.501 11.584
H40 9.965 8.708 13.072
H41 8.628 8.869 14.193

Computed properties:
relative energy (zero: lowest compared OMol25 entry of this formula, charge and spin)	0.0	kJ/mol
multiplicity	2
net charge	-1
expectation value of S²	0.750
HOMO (alpha / beta)	0.09 / -4.21	eV
LUMO energy (alpha / beta)	1.85 / 1.95	eV
HOMO-LUMO gap (alpha / beta)	1.764 / 6.159	eV

Atomic partial charges in e from the Mulliken method, atoms 1 to 8:
1. Ca 0.98
2. Ca 0.90
3. P 0.24
4. O -0.73
5. O -0.77
6. O -0.77
7. O -0.59
8. O -0.26

=====

No. 5
DFT (wB97M-V/def2-TZVPD) results for a structure of composition C21H41Cl8N4O5Pd at a distorted geometry.

Atoms and positions in Å:
C1 -0.118 3.298 1.735
C2 0.868 2.563 2.712
N1 0.271 1.525 3.490
C3 -0.087 1.522 4.816
C4 -0.616 0.244 5.139
N2 -0.899 -0.369 3.886
C5 -0.370 0.409 2.909
C6 -1.535 -1.709 3.858
H1 -0.639 2.621 1.057
H2 0.289 4.012 1.020
H3 -0.818 3.744 2.442
H4 1.200 3.237 3.501
H5 1.771 2.126 2.284
H6 0.118 2.376 5.444
H7 -0.955 -0.341 5.981
H8 -0.324 0.153 1.861
H9 -1.273 -2.208 2.925
H10 -2.598 -1.497 3.751
H11 -1.435 -2.437 4.663
Pd1 -0.483 -3.266 -0.416
C7 -1.246 -0.689 -0.553
O1 -0.430 -1.236 -1.315
O2 -1.583 -1.373 0.421
O3 -1.630 0.524 -0.589
Cl1 -4.644 -0.598 -5.326
C8 -3.309 0.430 -4.771
C9 -2.083 -0.386 -4.153
Cl2 -1.504 -1.457 -5.400
H12 -3.820 1.113 -4.092
H13 -3.066 0.969 -5.687
H14 -2.308 -0.966 -3.258
H15 -1.176 0.185 -3.951
Cl3 -3.842 2.025 3.333
C10 -3.590 1.486 1.667
C11 -4.250 0.095 1.437
Cl4 -6.053 0.149 1.187
H16 -2.544 1.484 1.362
H17 -4.051 2.198 0.983
H18 -4.027 -0.737 2.106
H19 -3.827 -0.260 0.497
Cl5 1.150 3.920 -2.347
C12 1.433 2.339 -1.543
C13 2.163 1.438 -2.518
Cl6 3.686 2.127 -3.088
H20 0.509 1.877 -1.196
H21 2.151 2.624 -0.774
H22 1.530 1.239 -3.383
H23 2.416 0.450 -2.133
Cl7 -4.354 3.424 -3.386
C14 -3.413 2.826 -1.960
C15 -2.714 3.981 -1.224
Cl8 -3.919 4.971 -0.248
H24 -2.609 2.234 -2.397
H25 -3.966 2.118 -1.342
H26 -2.442 4.647 -2.043
H27 -1.907 3.604 -0.596
C16 1.801 -3.139 2.189
O4 0.703 -3.143 1.559
N3 2.682 -2.197 1.988
C17 3.944 -2.151 2.735
C18 2.600 -1.390 0.810
H28 2.063 -3.867 2.972
H29 4.256 -1.148 3.027
H30 4.694 -2.607 2.088
H31 3.924 -2.796 3.613
H32 1.569 -1.201 0.510
H33 3.001 -0.411 1.074
H34 3.195 -1.737 -0.035
C19 1.965 -2.990 -2.883
O5 1.010 -3.620 -2.270
N4 3.252 -2.986 -2.429
C20 4.384 -2.390 -3.224
C21 3.866 -3.744 -1.286
H35 1.935 -2.406 -3.816
H36 5.171 -1.721 -2.875
H37 4.056 -1.855 -4.115
H38 4.819 -3.336 -3.547
H39 4.440 -3.215 -0.526
H40 3.068 -4.181 -0.686
H41 4.506 -4.549 -1.648

Computed properties:
multiplicity	4
net charge	0
expectation value of S²	3.762
HOMO (alpha / beta)	-6.67 / -7.01	eV
LUMO energy (alpha / beta)	-0.56 / -4.27	eV
HOMO-LUMO gap (alpha / beta)	6.113 / 2.735	eV

Atomic partial charges in e from the Mulliken method, atoms 1 to 8:
1. C -0.27
2. C -0.65
3. N 0.38
4. C -0.29
5. C -0.39
6. N 0.45
7. C -1.62
8. C -0.81

=====

No. 6
DFT (wB97M-V/def2-TZVPD) results for a structure of composition C21H41Li5O12P at a distorted geometry.

Atoms and positions in Å:
Li1 -15.941 0.386 4.486
Li2 -18.883 2.240 2.034
Li3 -20.270 -2.280 2.612
Li4 -14.728 0.957 0.292
Li5 -19.512 -0.958 -1.201
P1 -17.361 -0.938 1.394
O1 -15.906 -0.969 1.819
O2 -18.138 -2.143 0.947
O3 -17.519 0.238 0.425
O4 -18.036 -0.470 2.635
O5 -24.814 -0.209 0.957
C1 -23.570 -0.573 1.331
O6 -23.467 -1.054 2.474
O7 -22.635 -0.513 0.598
H1 -25.328 -0.448 1.732
C2 -18.921 -6.708 5.475
C3 -19.932 -6.400 6.524
C4 -20.932 -5.475 5.906
O8 -20.639 -5.518 4.487
C5 -19.808 -6.558 4.189
H2 -18.503 -7.702 5.633
H3 -18.082 -6.018 5.560
H4 -19.557 -5.959 7.447
H5 -20.422 -7.358 6.696
H6 -20.771 -4.406 6.047
H7 -21.978 -5.783 5.908
H8 -19.244 -6.255 3.307
H9 -20.307 -7.478 3.882
C6 -13.191 -1.801 -4.442
C7 -13.257 -0.393 -4.887
C8 -13.320 0.289 -3.545
O9 -14.070 -0.511 -2.686
C9 -13.813 -1.915 -2.993
H10 -12.153 -2.052 -4.224
H11 -13.601 -2.507 -5.164
H12 -14.162 -0.153 -5.445
H13 -12.374 -0.200 -5.497
H14 -13.766 1.271 -3.701
H15 -12.365 0.542 -3.085
H16 -14.723 -2.512 -2.923
H17 -13.139 -2.395 -2.283
C10 -19.484 -0.130 9.412
C11 -18.387 0.720 10.056
C12 -17.343 1.052 8.913
O10 -18.050 0.656 7.704
C13 -18.973 -0.365 8.023
H18 -20.387 0.475 9.503
H19 -19.588 -1.072 9.950
H20 -17.941 0.245 10.930
H21 -18.869 1.628 10.421
H22 -16.400 0.523 9.055
H23 -17.113 2.115 8.855
H24 -18.394 -1.281 7.906
H25 -19.754 -0.136 7.298
C14 -10.649 -1.584 6.151
C15 -10.559 -0.304 6.966
C16 -11.529 0.621 6.271
O11 -12.579 -0.301 5.828
C17 -12.038 -1.611 5.561
H26 -10.353 -2.502 6.658
H27 -10.044 -1.765 5.262
H28 -9.584 0.171 7.079
H29 -10.848 -0.557 7.986
H30 -11.195 1.206 5.414
H31 -11.888 1.398 6.946
H32 -12.012 -1.801 4.488
H33 -12.687 -2.378 5.984
C18 -19.370 -8.633 -2.663
C19 -18.025 -9.182 -2.187
C20 -18.385 -9.799 -0.848
O12 -19.684 -9.247 -0.540
C21 -19.948 -8.130 -1.375
H34 -20.027 -9.402 -3.069
H35 -19.426 -7.941 -3.503
H36 -17.246 -8.438 -2.022
H37 -17.599 -9.971 -2.807
H38 -17.664 -9.556 -0.068
H39 -18.253 -10.879 -0.913
H40 -19.607 -7.158 -1.018
H41 -21.003 -7.874 -1.473

Computed properties:
relative energy (zero: lowest compared OMol25 entry of this formula, charge and spin)	1487.4	kJ/mol
net charge	+1
HOMO	-8.84	eV
LUMO energy	-4.16	eV
HOMO-LUMO gap	4.679	eV

Atomic partial charges in e from the Mulliken method, atoms 1 to 8:
1. Li 0.92
2. Li 0.89
3. Li 0.92
4. Li 0.86
5. Li 0.90
6. P 0.93
7. O -0.84
8. O -0.81